No. 1
{
  "formula": "C3H9NS",
  "method": "ωB97M-V/def2-TZVPD",
  "species": ["C", "C", "C", "S", "N", "H", "H", "H", "H", "H", "H", "H", "H", "H"],
  "xyz": [[1.614, -0.138, -0.044], [0.191, 0.352, -0.322], [-0.810, -0.753, -0.462], [-2.457, 0.038, -0.625], [0.005, 1.261, 0.936], [2.173, -0.142, -0.988], [2.185, 0.580, 0.495], [1.635, -1.162, 0.450], [0.081, 0.995, -1.234], [-0.615, -1.734, 0.082], [-0.602, -1.141, -1.652], [-3.056, -0.598, 0.367], [-0.950, 1.226, 1.303], [0.606, 1.215, 1.693]],
  "lowdin_charge": [-0.09, -0.52, -0.56, 0.71, 0.01, 0.07, 0.05, 0.10, 0.12, 0.10, 0.13, -0.17, 0.03, 0.01],
  "homo_energy_ev": -8.956,
  "smiles": "C[C@H](N)CS",
  "molar_mass_g_mol": 91.18,
  "e_lumo_ev": 0.93
}



No. 2
{
  "formula": "C3H9NS",
  "method": "ωB97M-V/def2-TZVPD",
  "species": ["C", "C", "C", "H", "H", "H", "H", "H", "H", "H", "H", "H", "N", "S"],
  "xyz": [[0.041, -0.785, 1.364], [-0.712, 0.153, 0.310], [0.160, 1.207, -0.501], [0.754, -1.397, 1.061], [0.680, -0.260, 2.160], [-0.742, -1.264, 1.902], [-1.480, 0.677, 0.915], [-0.735, -1.989, -0.368], [-0.544, 1.754, -1.125], [0.810, 1.788, 0.113], [1.876, 0.596, -1.552], [0.566, 0.099, -2.148], [1.018, 0.216, -1.223], [-1.691, -0.795, -0.909]],
  "lowdin_charge": [-0.14, -0.72, -0.27, -0.01, 0.10, 0.05, 0.07, 0.04, 0.09, 0.09, 0.04, 0.05, -0.05, 0.66],
  "homo_energy_ev": -8.851,
  "smiles": "C[C@H](S)CN",
  "molar_mass_g_mol": 91.18,
  "e_lumo_ev": 0.77
}



No. 3
{
  "formula": "C3H9NS",
  "method": "ωB97M-V/def2-TZVPD",
  "species": ["C", "S", "H", "H", "H", "C", "C", "N", "H", "H", "H", "H", "H", "H"],
  "xyz": [[0.214, -2.088, 0.608], [-0.998, -1.423, -0.580], [-0.207, -2.177, 1.601], [1.073, -1.425, 0.571], [0.445, -3.027, 0.109], [0.579, 1.708, 0.610], [1.780, 1.429, 0.079], [-0.497, 2.086, -0.200], [0.418, 1.758, 1.679], [2.674, 1.315, 0.664], [1.712, 1.324, -0.999], [-1.027, -0.174, -0.090], [-0.480, 2.029, -1.196], [-1.127, 2.748, 0.220]],
  "lowdin_charge": [-0.47, 0.61, 0.02, 0.00, 0.01, -0.31, -0.03, 0.01, 0.10, 0.04, 0.05, -0.21, 0.08, 0.08],
  "homo_energy_ev": -8.360,
  "smiles": "C=CN.CS",
  "molar_mass_g_mol": 91.18,
  "e_lumo_ev": 0.99
}



No. 4
{
  "formula": "C3H9NS",
  "method": "ωB97M-V/def2-TZVPD",
  "species": ["C", "N", "H", "H", "H", "H", "C", "C", "S", "H", "H", "H", "H", "H"],
  "xyz": [[-2.815, 1.103, 4.626], [-2.388, 1.311, 3.374], [-3.689, 1.615, 5.211], [-2.764, 0.024, 4.810], [1.969, -1.284, -3.087], [-2.449, 2.196, 2.894], [0.413, -1.630, -0.890], [1.379, -0.444, -1.197], [1.626, -0.003, -2.795], [-0.391, -1.408, -1.652], [0.813, -2.647, -1.182], [0.154, -1.587, 0.126], [0.801, 0.268, -0.654], [2.396, -0.480, -0.592]],
  "lowdin_charge": [-0.13, -0.01, 0.08, 0.04, -0.11, 0.01, -0.17, -0.80, 0.72, 0.08, 0.08, 0.04, 0.04, 0.11],
  "homo_energy_ev": -8.878,
  "smiles": "C=N.CCS",
  "molar_mass_g_mol": 91.18,
  "e_lumo_ev": 0.73
}



No. 5
{
  "formula": "C3H9NS",
  "method": "ωB97M-V/def2-TZVPD",
  "species": ["C", "N", "H", "H", "H", "H", "C", "C", "S", "H", "H", "H", "H", "H"],
  "xyz": [[-6.236, -1.044, -1.092], [-7.322, -0.850, -0.458], [-6.246, -1.721, -1.946], [-5.310, -0.724, -0.600], [2.019, -1.667, 0.741], [-7.245, -0.030, 0.138], [3.938, 1.726, -0.375], [3.579, 0.992, 0.879], [2.495, -0.428, 0.415], [4.536, 1.081, -1.019], [3.074, 1.914, -0.999], [4.581, 2.576, -0.191], [4.396, 0.476, 1.398], [3.160, 1.567, 1.700]],
  "lowdin_charge": [-0.15, 0.01, 0.06, 0.06, -0.03, 0.03, -0.13, -0.44, 1.10, 0.09, 0.09, 0.11, 0.10, 0.11],
  "homo_energy_ev": [-11.367, -11.367],
  "s2": 0.754,
  "spin_multiplicity": 2,
  "total_charge": 1,
  "molar_mass_g_mol": 91.18,
  "e_lumo_ev": [-6.34, -9.15]
}



No. 6
{
  "formula": "C3H9NS2",
  "method": "ωB97M-V/def2-TZVPD",
  "species": ["N", "C", "C", "C", "S", "S", "H", "H", "H", "H", "H", "H", "H", "H", "H"],
  "xyz": [[-1.167, 1.758, -0.725], [-1.097, 0.862, 0.438], [-1.618, 1.667, 1.669], [0.372, 0.599, 0.789], [1.304, -0.148, -0.640], [0.612, -2.351, -0.458], [-1.745, 1.369, -1.432], [-0.235, 1.956, -1.061], [-1.667, -0.053, 0.289], [-2.672, 1.408, 1.812], [-1.047, 1.479, 2.577], [-1.469, 2.731, 1.550], [0.928, 1.524, 0.912], [0.471, -0.139, 1.582], [-0.727, -2.256, -0.603]],
  "lowdin_charge": [0.00, -0.51, -0.10, -0.61, 0.16, -0.05, 0.04, 0.02, 0.11, 0.06, 0.05, 0.06, 0.04, 0.04, -0.33],
  "homo_energy_ev": [-0.673, -3.352],
  "s2": 0.754,
  "spin_multiplicity": 2,
  "total_charge": -1,
  "molar_mass_g_mol": 123.25,
  "e_lumo_ev": [3.96, 3.71]
}



No. 7
{
  "formula": "C3H9NS2",
  "method": "ωB97M-V/def2-TZVPD",
  "species": ["C", "C", "N", "H", "H", "H", "H", "H", "C", "S", "S", "H", "H", "H", "H"],
  "xyz": [[-0.287, 0.960, 2.188], [-2.238, 1.911, 1.238], [-1.749, 1.231, 2.219], [0.267, 1.705, 2.771], [0.059, 0.957, 1.117], [-0.080, -0.036, 2.626], [-3.325, 2.056, 1.126], [-1.566, 2.394, 0.471], [-0.371, -1.889, -0.240], [0.536, -1.271, -1.704], [1.649, 0.220, -0.875], [0.296, -2.380, 0.481], [-1.152, -2.610, -0.632], [-0.959, -1.064, 0.162], [1.119, 1.273, -1.506]],
  "lowdin_charge": [-0.16, -0.09, -0.09, 0.07, 0.00, 0.07, 0.06, 0.08, -0.48, 0.34, 0.30, 0.04, 0.05, 0.00, -0.19],
  "homo_energy_ev": -8.857,
  "smiles": "C=NC.CSS",
  "molar_mass_g_mol": 123.25,
  "e_lumo_ev": 0.54
}



No. 8
{
  "formula": "C3H9NS2",
  "method": "ωB97M-V/def2-TZVPD",
  "species": ["S", "S", "C", "C", "C", "N", "H", "H", "H", "H", "H", "H", "H", "H", "H"],
  "xyz": [[-1.854, -0.290, -2.439], [-2.020, 1.147, -1.124], [-1.200, 0.909, 0.445], [0.387, 0.865, 0.230], [0.857, -0.633, 0.070], [2.061, -0.912, 0.772], [-2.546, -1.364, -1.966], [-1.338, 1.831, 1.036], [-1.557, 0.041, 0.985], [0.557, 1.490, -0.639], [0.797, 1.259, 1.164], [-0.071, -1.141, 0.351], [1.066, -0.847, -0.977], [1.999, -1.034, 1.766], [2.861, -1.321, 0.326]],
  "lowdin_charge": [0.54, 0.68, -0.47, -0.18, -0.29, 0.04, -0.09, 0.10, 0.08, 0.09, 0.12, 0.09, 0.11, 0.09, 0.09],
  "homo_energy_ev": [-12.853, -12.511],
  "s2": 0.755,
  "spin_multiplicity": 2,
  "total_charge": 1,
  "molar_mass_g_mol": 123.25,
  "e_lumo_ev": [-4.11, -8.39]
}



No. 9
{
  "formula": "C3H9O2",
  "method": "ωB97M-V/def2-TZVPD",
  "species": ["C", "O", "C", "C", "H", "H", "H", "H", "H", "H", "H", "H", "H", "O"],
  "xyz": [[-0.261, -1.097, 0.083], [-1.423, -1.832, 0.266], [-0.729, 0.512, 0.111], [-1.654, 0.832, -1.095], [0.463, -1.131, -0.849], [0.464, -1.182, 0.967], [0.117, 1.154, 0.059], [-1.227, 0.525, 1.139], [-2.584, 1.317, -0.694], [-1.936, -0.243, -1.149], [-1.203, 1.266, -2.030], [2.959, -0.498, 0.566], [3.576, 0.661, 1.239], [3.438, -0.284, 1.388]],
  "lowdin_charge": [-0.52, -0.40, -0.30, -0.17, 0.07, 0.06, 0.03, 0.10, 0.05, 0.04, 0.06, 0.03, 0.03, -0.08],
  "homo_energy_ev": -2.429,
  "total_charge": -1,
  "molar_mass_g_mol": 77.10,
  "e_lumo_ev": 3.69
}



No. 10
{
  "formula": "C3H9O2",
  "method": "ωB97M-V/def2-TZVPD",
  "species": ["O", "H", "H", "C", "C", "C", "O", "H", "H", "H", "H", "H", "H", "H"],
  "xyz": [[2.412, -3.524, -1.672], [2.402, -4.452, -1.552], [3.260, -3.151, -1.483], [0.968, 0.971, 0.178], [-0.432, 0.573, 0.230], [-1.535, 1.525, 0.710], [-2.807, 0.929, 0.646], [1.541, 0.480, 0.968], [1.353, 0.906, -0.831], [-0.550, 0.304, -0.816], [-0.310, -0.288, 0.881], [-1.301, 1.795, 1.733], [-1.511, 2.400, 0.073], [-3.491, 1.533, 0.934]],
  "lowdin_charge": [-0.03, 0.01, 0.02, 0.01, -0.28, -0.27, -0.07, 0.05, 0.05, 0.11, 0.11, 0.11, 0.11, 0.08],
  "homo_energy_ev": [-8.335, -10.295],
  "s2": 0.753,
  "spin_multiplicity": 2,
  "molar_mass_g_mol": 77.10,
  "e_lumo_ev": [0.95, 0.15]
}



No. 11
{
  "formula": "C3H9O2P",
  "method": "ωB97M-V/def2-TZVPD",
  "species": ["C", "C", "C", "O", "O", "P", "H", "H", "H", "H", "H", "H", "H", "H", "H"],
  "xyz": [[-1.610, 0.492, 0.417], [-0.937, -0.538, -0.461], [1.781, -0.328, 1.003], [-1.280, -0.270, -1.838], [3.099, 0.090, 1.214], [0.943, -0.289, -0.573], [-1.234, 0.228, 1.390], [-1.253, 1.510, 0.260], [-2.763, 0.204, 0.497], [-1.348, -1.532, -0.412], [1.124, 0.005, 1.809], [-1.358, 0.705, -2.027], [3.107, 0.566, 2.023], [0.510, 0.517, -1.881], [1.219, -1.362, -1.423]],
  "lowdin_charge": [-0.12, -0.58, -0.40, -0.22, -0.07, 0.86, 0.04, 0.08, 0.13, 0.11, 0.04, 0.09, 0.06, 0.00, -0.03],
  "homo_energy_ev": [-4.793, -10.314],
  "s2": 2.009,
  "spin_multiplicity": 3,
  "molar_mass_g_mol": 108.08,
  "e_lumo_ev": [0.75, -0.60]
}



No. 12
{
  "formula": "C3H9O2S",
  "method": "ωB97M-V/def2-TZVPD",
  "species": ["C", "O", "C", "C", "S", "H", "H", "H", "H", "H", "H", "H", "H", "H", "O"],
  "xyz": [[1.006, 0.757, 0.882], [1.021, -0.629, 1.160], [0.019, 1.261, -0.157], [0.019, 0.518, -1.482], [-1.298, -0.782, -1.785], [2.015, 1.096, 0.626], [0.786, 1.272, 1.834], [-0.995, 1.235, 0.236], [0.286, 2.324, -0.260], [0.936, -0.050, -1.648], [-0.218, 1.116, -2.353], [-0.889, -2.963, 0.943], [-1.383, -2.013, 0.067], [0.140, -0.977, 0.891], [-1.444, -2.164, 1.044]],
  "lowdin_charge": [-0.32, -0.10, -0.29, -0.68, 0.19, 0.10, 0.10, 0.09, 0.10, 0.03, 0.00, 0.03, -0.12, 0.03, -0.17],
  "homo_energy_ev": -2.819,
  "total_charge": -1,
  "molar_mass_g_mol": 109.17,
  "e_lumo_ev": 4.00
}



No. 13
{
  "formula": "C3H9O3",
  "method": "ωB97M-V/def2-TZVPD",
  "species": ["C", "O", "C", "C", "O", "H", "H", "H", "H", "H", "H", "H", "H", "H", "O"],
  "xyz": [[0.231, 0.945, 0.119], [0.655, 0.309, 1.235], [0.498, 0.170, -1.181], [-0.334, -1.098, -1.232], [-0.172, -1.873, -2.419], [-0.873, 1.155, 0.153], [0.672, 1.952, -0.058], [1.562, -0.107, -1.159], [0.299, 0.754, -2.085], [-0.120, -1.709, -0.357], [-1.384, -0.807, -1.150], [0.693, -2.184, -2.417], [-1.533, 1.351, 2.790], [-0.104, 0.901, 2.353], [-0.642, 1.338, 3.154]],
  "lowdin_charge": [-0.50, -0.30, -0.21, -0.29, -0.08, 0.09, 0.09, 0.10, 0.10, 0.11, 0.11, 0.03, -0.03, -0.03, -0.20],
  "homo_energy_ev": -3.363,
  "total_charge": -1,
  "molar_mass_g_mol": 93.10,
  "e_lumo_ev": 3.69
}



No. 14
{
  "formula": "C3H9O3",
  "method": "ωB97M-V/def2-TZVPD",
  "species": ["C", "C", "O", "C", "O", "H", "H", "H", "H", "H", "H", "H", "H", "H", "O"],
  "xyz": [[0.625, 0.576, -0.795], [-0.727, 1.017, -1.285], [-1.563, 0.159, -2.107], [1.436, 1.560, 0.107], [2.758, 1.460, 0.332], [0.534, -0.436, -0.414], [1.359, 0.518, -1.545], [-0.243, 1.789, -2.106], [-1.183, 1.675, -0.423], [-1.002, 0.111, -2.866], [0.806, 1.595, 1.079], [1.077, 2.597, -0.539], [-1.289, -3.449, 3.856], [-1.456, -4.338, 2.520], [-2.020, -3.993, 3.310]],
  "lowdin_charge": [-0.30, -0.31, -0.10, -0.58, -0.36, 0.09, 0.07, 0.13, 0.14, 0.05, 0.08, 0.10, 0.10, 0.07, -0.17],
  "homo_energy_ev": -2.532,
  "total_charge": -1,
  "molar_mass_g_mol": 93.10,
  "e_lumo_ev": 2.91
}



No. 15
{
  "formula": "C3H9O5",
  "method": "ωB97M-V/def2-TZVPD",
  "species": ["O", "C", "O", "O", "C", "C", "O", "H", "H", "H", "H", "H", "H", "O", "H", "H", "H"],
  "xyz": [[0.656, 2.375, 2.413], [0.260, 1.260, 1.982], [-0.208, 0.322, 2.933], [0.290, 1.075, 0.581], [-0.092, -0.268, 0.178], [1.237, -1.185, 0.102], [0.815, -2.573, 0.125], [0.546, 0.090, 3.529], [-0.942, -0.733, 0.778], [-0.493, -0.172, -0.915], [1.871, -0.966, -0.834], [1.910, -0.966, 1.003], [0.134, -2.617, 0.842], [-1.496, 0.880, -3.108], [-1.413, 0.856, -4.089], [-2.350, 1.286, -2.828], [-0.726, 1.336, -2.692]],
  "lowdin_charge": [0.09, -0.44, 0.07, -0.03, -0.16, -0.20, -0.09, 0.15, 0.14, 0.11, 0.14, 0.13, 0.10, 0.34, 0.21, 0.21, 0.20],
  "homo_energy_ev": -13.495,
  "total_charge": 1,
  "molar_mass_g_mol": 125.10,
  "e_lumo_ev": -5.64
}



No. 16
{
  "formula": "C3H9OP",
  "method": "ωB97M-V/def2-TZVPD",
  "species": ["C", "C", "C", "O", "P", "H", "H", "H", "H", "H", "H", "H", "H", "H"],
  "xyz": [[-1.162, -0.005, -1.498], [1.950, 0.823, 0.687], [-0.705, -1.014, -0.414], [-1.698, -1.237, 0.629], [0.505, -0.228, 0.740], [-0.750, -0.481, -2.384], [-0.735, 0.998, -1.415], [-2.274, 0.129, -1.472], [2.392, 0.934, 1.613], [1.556, 1.789, 0.211], [2.777, 0.381, 0.058], [-2.466, -0.869, 0.164], [0.980, -1.401, 1.255], [-0.373, 0.182, 1.825]],
  "lowdin_charge": [-0.18, -0.30, -0.56, -0.23, 0.90, 0.05, 0.04, 0.07, 0.00, 0.07, 0.07, 0.06, -0.01, 0.02],
  "homo_energy_ev": -6.375,
  "smiles": "C[PH2]=C(C)O",
  "molar_mass_g_mol": 92.08,
  "e_lumo_ev": 0.67
}



No. 17
{
  "formula": "C3H9OP",
  "method": "ωB97M-V/def2-TZVPD",
  "species": ["C", "C", "C", "O", "P", "H", "H", "H", "H", "H", "H", "H", "H", "H"],
  "xyz": [[1.395, 1.160, 0.271], [0.043, -1.724, -0.574], [-0.483, 0.109, 0.832], [-0.147, -1.141, 0.785], [-1.968, 0.666, -0.030], [1.151, 1.926, -0.358], [1.600, 1.530, 1.286], [2.068, 0.303, 0.016], [-0.526, -0.925, -1.335], [-0.532, -2.625, -0.702], [1.110, -1.932, -0.697], [-0.712, 0.475, 1.929], [-1.555, 0.315, -1.339], [-1.442, 1.863, -0.083]],
  "lowdin_charge": [0.02, -0.05, -0.67, -0.21, 0.82, -0.03, 0.02, 0.03, 0.08, 0.07, 0.08, 0.10, -0.12, -0.15],
  "homo_energy_ev": [-5.080, -9.969],
  "s2": 2.008,
  "spin_multiplicity": 3,
  "molar_mass_g_mol": 92.08,
  "e_lumo_ev": [0.93, -1.01]
}



Listing E_tot for the structures above in their given order: -15580.8456; -15580.2629; -15581.1675; -15579.6308; -15570.1128; -26417.3098; -26416.2529; -26408.2495; -7350.3655; -7348.9162; -16633.8720; -18187.9222; -9399.5427; -9396.7932; -13483.9544; -14588.7610; -14585.5226 eV.